{"formula": "C7H4N2O4Zn", "method": "ωB97M-V with the def2-TZVPD basis set", "e_homo_ev": -16.8, "orbital_gap_ev": 8.0, "charge": 2, "species": ["Zn", "O", "C", "C", "O", "C", "O", "C", "O", "N", "C", "C", "N", "C", "H", "H", "H", "H"], "coordinates": [[-1.40767, -0.69923, -0.90908], [4.45801, -2.39984, -0.52388], [3.41058, -1.94717, -0.43156], [-2.60256, -1.72212, 0.73068], [-2.98543, -2.41110, 1.57226], [-1.28846, 0.11479, -2.89157], [-0.97418, 0.54812, -3.90059], [-0.47186, -2.82958, -1.70823], [-0.31783, -3.89831, -2.11388], [1.03055, 1.90944, 1.62685], [-0.20327, 2.51614, 1.46737], [-0.90177, 1.71411, 0.61809], [-0.15412, 0.58833, 0.28764], [1.06016, 0.76853, 0.90933], [1.77170, 2.27205, 2.20972], [-0.46766, 3.42886, 1.96753], [-1.88161, 1.91971, 0.23177], [1.92543, 0.12725, 0.85753]], "atomic_forces_ev_per_a": [[1.7, 0.1, 1.1], [-2.8, 1.2, 0.2], [2.8, -1.2, -0.2], [-1.4, -3.0, 3.2], [1.6, 3.2, -3.7], [1.0, 1.6, -3.5], [-1.2, -1.6, 3.6], [0.2, -4.2, -1.5], [-0.5, 4.6, 1.8], [-0.9, -0.6, -0.7], [0.4, -0.5, -0.3], [0.4, 0.3, 0.6], [0.5, 0.2, -0.1], [-1.4, 0.1, -0.3], [0.2, -0.1, -0.1], [0.0, 0.1, 0.0], [-0.3, -0.1, -0.1], [-0.2, -0.1, -0.1]]}


{"formula": "C7H4N2S2", "method": "ωB97M-V with the def2-TZVPD basis set", "e_homo_ev": [-8.5, -8.5], "relative_energy_ev": 0.000, "orbital_gap_ev": [5.4, 5.3], "species": ["C", "C", "C", "C", "C", "C", "C", "N", "N", "S", "S", "H", "H", "H", "H"], "coordinates": [[0.22837, 0.43042, -0.71050], [-0.56829, -0.57252, -0.18906], [1.12528, 1.09612, 0.10881], [-0.51194, -1.02038, 1.13144], [1.37253, 0.58565, 1.39746], [0.56104, -0.52338, 1.88095], [1.93382, -0.00209, 3.31877], [2.16903, 0.97105, 2.36312], [1.00584, -0.91207, 3.09468], [1.97434, -1.04707, 6.08925], [2.72830, 0.16368, 4.83400], [0.18696, 0.85906, -1.66256], [-1.30216, -0.97026, -0.75040], [1.68388, 1.96016, -0.34853], [-1.17526, -1.73384, 1.42467]], "atomic_forces_ev_per_a": [[2.2, 1.9, 2.1], [0.6, -0.4, 3.3], [0.5, 0.7, -2.0], [2.0, 2.0, -3.0], [-1.1, 0.0, 0.3], [0.3, -0.7, 0.9], [1.1, 1.0, 1.7], [1.3, -0.1, 0.3], [-1.3, -0.2, -0.9], [0.3, 0.1, -0.1], [-0.7, -0.1, -1.1], [-0.7, 0.0, -1.5], [-2.4, -1.3, -2.1], [-0.5, -1.0, 0.9], [-1.5, -1.9, 1.1]]}


{"formula": "C7H4NO5Sn", "method": "ωB97M-V with the def2-TZVPD basis set", "e_homo_ev": [-10.8, -10.8], "relative_energy_ev": 5.164, "orbital_gap_ev": [5.5, 5.5], "charge": 1, "species": ["O", "C", "Sn", "O", "C", "C", "O", "C", "O", "C", "O", "H", "C", "C", "N", "H", "H", "H"], "coordinates": [[0.26657, -3.59267, -1.79147], [0.13428, -2.48267, -1.42181], [-0.17471, -0.49717, -1.02760], [0.84670, -1.35628, 2.07124], [0.49279, -1.06675, 0.99248], [-0.76377, -0.11604, -2.89682], [-0.98674, 1.00325, -3.22522], [-2.01463, -0.91762, -0.59180], [-3.14698, -1.16593, -0.43370], [1.64631, -0.15062, -1.58533], [2.70987, 0.06264, -2.02417], [-0.84408, -1.03571, -3.52450], [0.35152, 2.12264, 2.92697], [0.21824, 1.34476, 1.83789], [0.08338, 0.71647, 0.85885], [1.39478, 2.14522, 3.32661], [-0.29300, 1.79891, 3.78046], [0.07948, 3.18755, 2.72792]], "atomic_forces_ev_per_a": [[-0.6, 4.9, 1.5], [1.3, -8.8, -2.2], [-0.4, 3.1, 1.0], [-1.1, 0.6, -3.7], [2.4, -3.9, 5.9], [-0.7, -0.3, -2.5], [-0.4, 0.9, -1.1], [-6.1, -2.3, 1.9], [1.5, 0.8, -0.3], [6.7, 0.4, -1.6], [-1.7, 0.2, 0.7], [-0.3, 0.4, -0.8], [0.6, 2.9, 4.3], [-0.8, -2.0, -4.7], [-0.1, 3.8, 2.8], [-0.6, -0.2, -0.4], [0.3, 0.0, -0.7], [0.1, -0.7, -0.1]]}


{"formula": "C7H4O", "method": "ωB97M-V with the def2-TZVPD basis set", "smiles": "C#C/C=C/C(=O)C#C", "e_homo_ev": -9.6, "relative_energy_ev": 1.207, "orbital_gap_ev": 8.8, "species": ["C", "C", "C", "C", "C", "C", "C", "H", "H", "H", "H", "O"], "coordinates": [[-0.32859, -0.88756, -1.13364], [-0.07057, 0.02805, -0.01474], [1.02780, 0.75767, -0.08084], [1.30771, 1.81029, 0.88075], [1.52018, 2.84985, 1.56889], [-1.40890, -1.83925, -0.73584], [-2.14316, -2.70560, -0.30045], [-0.94459, 0.23906, 0.67961], [1.71860, 0.59613, -1.03483], [1.54633, 3.66993, 2.24614], [-2.58210, -3.65504, 0.02808], [0.35730, -0.86354, -2.10312]], "atomic_forces_ev_per_a": [[-0.9, -0.3, 2.2], [-2.0, 1.0, 0.7], [2.0, 1.0, -0.9], [1.0, 4.1, 2.0], [-1.2, -4.9, -3.0], [-0.5, -1.2, -0.6], [1.1, -0.1, -0.3], [1.6, -0.5, -0.5], [-1.3, 0.4, 2.4], [0.2, 0.0, 0.0], [0.1, 1.2, -0.3], [0.0, -0.9, -1.8]]}


{"formula": "C7H4O5Tb", "method": "ωB97M-V with the def2-TZVPD basis set", "multiplicity": 7, "e_homo_ev": [-20.0, -19.7], "orbital_gap_ev": [4.1, 7.0], "charge": 3, "species": ["Tb", "C", "O", "C", "O", "C", "O", "C", "O", "C", "H", "H", "C", "H", "H", "O", "C"], "coordinates": [[0.48505, -0.17407, 1.22762], [0.29700, 1.40891, 3.10722], [0.05500, 2.31063, 3.76497], [0.19657, 2.05273, 0.12216], [-0.00697, 3.12132, -0.23674], [-1.88592, 0.81757, 1.11128], [-2.92175, 1.16580, 0.96863], [2.64099, 1.05649, 1.30503], [3.64518, 1.62393, 1.31526], [0.07302, -2.34742, -3.02284], [1.04806, -2.61129, -2.59250], [-0.83651, -2.69632, -2.52525], [0.02391, -1.16486, -3.65156], [-0.91812, -0.66089, -3.51159], [0.96260, -0.65525, -3.65960], [-1.77166, -1.87078, 3.54163], [-1.08644, -1.37650, 2.73627]], "atomic_forces_ev_per_a": [[0.7, -2.2, -1.0], [-1.1, 4.0, 2.9], [0.9, -2.9, -1.9], [-0.4, 5.1, -1.6], [0.7, -3.7, 1.1], [0.3, -0.4, 0.3], [-1.5, 0.5, -0.2], [5.4, 3.1, 0.1], [-4.3, -2.4, 0.0], [0.2, -2.8, 3.0], [-0.3, -0.7, -0.6], [0.2, -0.8, -0.7], [-0.2, 2.8, 0.1], [-0.3, 0.6, -1.1], [0.4, 0.7, -1.3], [3.7, 2.7, -4.4], [-4.5, -3.4, 5.5]]}


{"formula": "C7H4S", "method": "ωB97M-V with the def2-TZVPD basis set", "smiles": "S=C1[C@@]23[C@H]4[C@@H]2C=C[C@]143", "e_homo_ev": [-8.2, -8.2], "relative_energy_ev": 2.303, "orbital_gap_ev": [8.1, 8.1], "species": ["C", "C", "C", "C", "C", "C", "C", "S", "H", "H", "H", "H"], "coordinates": [[-1.24660, 0.78203, 0.03951], [-0.54086, 0.80679, -1.04678], [-0.79281, -0.30877, 0.91206], [0.04693, -1.32093, 0.12568], [0.54710, -0.20542, -0.98931], [0.73345, -0.24396, 0.83564], [1.73402, 0.10093, -0.15306], [3.26520, 0.49523, -0.05706], [-2.07632, 1.34591, 0.39177], [-0.52261, 1.29808, -1.94931], [-1.42026, -0.30878, 1.75846], [0.27278, -2.44111, 0.13241]], "atomic_forces_ev_per_a": [[-1.4, 0.1, 0.0], [1.3, -0.6, -0.9], [1.5, 0.6, -1.1], [0.0, -0.3, -0.3], [0.3, -1.8, 3.6], [-0.5, -2.1, -0.9], [0.0, 0.5, 0.5], [0.7, 0.4, -0.6], [-0.6, 0.7, -0.4], [-0.8, 1.7, -1.6], [0.2, -1.1, 1.6], [-0.5, 1.8, 0.0]]}


{"formula": "C7H5Cl5N5O2RuTe4", "method": "ωB97M-V with the def2-TZVPD basis set", "multiplicity": 6, "e_homo_ev": [-6.7, -7.9], "orbital_gap_ev": [5.6, 5.6], "species": ["Ru", "N", "N", "C", "N", "N", "N", "O", "O", "H", "H", "H", "H", "H", "Te", "Te", "Te", "Te", "Cl", "C", "C", "C", "Cl", "C", "Cl", "C", "Cl", "C", "Cl"], "coordinates": [[-0.18613, 0.15598, -0.33888], [-1.98774, 1.15192, 1.22146], [-2.48842, 0.31374, 2.22106], [-1.82326, -0.86728, 2.45544], [-2.11559, -1.48028, 3.61179], [-0.98497, -1.25968, 1.55198], [-0.34367, -2.47721, 1.73084], [0.53143, -2.75253, 0.77999], [-0.81481, -3.41429, 2.45577], [-1.41777, 1.88759, 1.59780], [-2.76093, 1.55076, 0.71923], [-2.87364, 0.76270, 3.02993], [-2.83025, -1.12590, 4.22118], [-1.75208, -2.41944, 3.69826], [0.47050, 2.91603, -0.33867], [-0.59422, 1.71613, -2.50855], [-2.23082, -0.44930, -1.95447], [-0.32332, -2.33381, -1.22092], [1.14854, 0.97470, 2.80164], [2.25762, 0.30244, 1.62295], [1.85583, 0.00602, 0.30932], [2.90458, -0.33302, -0.55555], [2.62645, -0.50671, -2.26498], [4.22484, -0.49900, -0.13155], [5.45375, -0.97349, -1.23923], [4.55575, -0.28209, 1.19519], [6.17620, -0.50033, 1.74017], [3.57134, 0.14758, 2.07118], [3.98928, 0.49084, 3.70524]], "atomic_forces_ev_per_a": [[0.5, 0.1, 0.7], [0.0, -0.3, 0.0], [-0.1, -0.1, -0.1], [-0.2, 0.2, 0.3], [0.1, 0.1, 0.0], [0.5, -0.3, -0.5], [-0.1, -0.2, 0.8], [-0.2, -0.1, -0.6], [0.1, 0.5, -0.5], [0.3, 0.4, 0.2], [-0.2, 0.1, -0.4], [0.0, 0.2, 0.3], [0.0, 0.0, -0.1], [0.0, -0.2, 0.1], [0.0, -0.3, -0.1], [0.0, 0.2, -0.2], [-0.9, 0.0, -0.5], [0.6, -0.1, 0.8], [-0.3, -0.2, -0.4], [0.1, -0.1, -0.2], [0.2, 0.3, 0.2], [0.0, 0.0, 0.1], [-0.2, 0.1, 0.1], [-0.1, -0.1, -0.2], [0.0, 0.0, 0.0], [0.2, 0.0, 0.1], [-0.1, 0.0, 0.0], [-0.2, 0.0, 0.1], [0.1, 0.0, 0.0]]}


Here are the calculated DFT total energy numbers, same order: -66893.6794 -31972.1067 -24863.5865 -9365.7013 -39957.6162 -18151.6114 -113247.0932 (eV).